# 1
This record from the Open Molecules 2025 dataset describes a molecular structure, ClGaH5LiO3P2. The level of theory is wB97M-V/def2-TZVPD.

## Properties
Total energy, a.u.: -3303.93428
HOMO energy, eV: -6.33
Kohn-Sham gap, eV: 4.029

Structure (XYZ):
```
13
Properties=species:S:1:pos:R:3:forces:R:3
O 1.747 -0.030 1.501 0.16 -0.30 -0.05
P 1.743 1.219 0.379 0.06 0.86 0.28
O 2.415 0.556 -0.985 0.10 -0.51 0.05
Ga -0.518 1.671 -0.179 0.40 0.18 0.13
P -1.746 -0.256 -0.947 -0.86 0.65 -0.40
O -2.662 -0.671 0.357 0.35 -0.93 0.05
Cl -0.145 -1.826 -0.849 0.44 -0.77 0.23
H 1.763 -0.895 1.081 -0.18 -0.03 -0.06
H 1.883 -0.149 -1.371 -0.05 0.14 -0.14
H -0.501 2.711 -1.366 -0.07 -0.13 -0.19
H -1.319 2.210 1.072 -0.12 -0.23 0.10
H -2.137 -0.743 1.164 -0.19 0.67 0.19
Li -0.522 -3.796 0.143 -0.05 0.41 -0.20
```
Positions in Å, forces in eV/Å.

---

# 2
This record from the Open Molecules 2025 dataset describes a gas-phase ion, C5H14N2 (charge -1). The level of theory is wB97M-V/def2-TZVPD.

## Properties
Total energy, a.u.: -308.33870
Multiplicity: 2
⟨S²⟩: 0.750
HOMO energy (spin up / spin down), eV: 1.40 / -4.96
Energy relative to the best compared isomer or geometry (same formula, charge and spin), eV: 0.6620
Kohn-Sham gap (spin up / spin down), eV: 2.696 / 9.138
Charge: -1

Structure (XYZ):
```
21
Properties=species:S:1:pos:R:3:forces:R:3
C 0.840 -0.662 -1.351 0.13 0.38 0.59
N 0.173 0.467 -0.705 -0.27 -0.11 -0.25
C -0.832 1.034 -1.597 0.42 0.13 0.15
C -1.504 -0.838 0.668 -0.96 -0.25 0.89
C -0.373 0.185 0.616 -0.06 -0.17 -0.26
C 0.739 -0.169 1.603 0.03 0.51 -0.34
N 1.873 0.764 1.568 0.15 -0.34 0.25
H 0.206 -1.548 -1.463 -0.11 -0.03 -0.29
H 1.229 -0.318 -2.307 -0.07 -0.14 -0.21
H 1.701 -0.973 -0.757 0.14 -0.05 0.05
H -0.315 1.502 -2.439 -0.14 -0.14 -0.13
H -1.542 0.282 -1.968 -0.08 0.10 -0.04
H -1.376 1.828 -1.075 -0.10 -0.07 0.02
H -1.632 -1.266 1.676 0.40 0.03 -0.12
H -2.493 -0.400 0.516 0.06 0.32 -0.36
H -1.461 -1.674 -0.016 0.42 -0.14 -0.28
H -0.814 1.130 0.943 0.09 0.22 0.13
H 1.072 -1.181 1.388 0.14 -0.14 0.19
H 0.299 -0.130 2.594 -0.11 -0.27 0.27
H 2.622 0.357 1.017 -0.11 0.18 -0.06
H 1.590 1.609 1.089 0.03 -0.01 -0.19
```
Positions in Å, forces in eV/Å.

---

# 3
This record from the Open Molecules 2025 dataset describes a single CH2N2O2 molecule. The level of theory is wB97M-V/def2-TZVPD.

## Properties
Total energy, a.u.: -299.14355
HOMO energy, eV: -11.15
Energy relative to the best compared isomer or geometry (same formula, charge and spin), eV: 5.2600
Kohn-Sham gap, eV: 10.611

Structure (XYZ):
```
7
Properties=species:S:1:pos:R:3:forces:R:3
C 0.491 -0.361 -0.135 0.10 -1.20 1.36
N 1.002 0.717 -0.465 0.60 2.14 0.22
N 1.461 0.846 -1.904 -1.03 -0.39 0.13
O 1.855 1.946 -2.142 0.32 0.03 0.05
O 1.315 -0.068 -2.682 0.15 -0.07 0.54
H 0.179 -0.608 0.910 0.18 0.96 -0.85
H 0.493 -1.175 -0.783 -0.33 -1.46 -1.45
```
Positions in Å, forces in eV/Å.

---

Question: What is the total energy in the second record?
Answer: -308.33870 a.u.

---

Question: Which value of total energy does entry 1 give?
Answer: -3303.93428 a.u.

---

Question: Among the records above, which one has the lowest total energy?
Answer: ClGaH5LiO3P2